No. 1
A structure of composition C34H30Cl2N8O2Ru, computed with ωB97M-V/def2-TZVPD.

Last column: Löwdin charge in e.
Geometry (Å):
Ru1 0.14078 0.02101 -0.25548  1.510
C1 -2.17384 -0.87369 2.84565  -0.201
C2 -3.33361 -0.84700 1.84520  -0.168
C3 -2.98734 -0.48328 0.38820  -0.208
N1 -1.73036 -1.07678 -0.05731  -0.025
C4 -1.64327 -2.38410 -0.21104  -0.224
C5 -2.77350 -3.22536 -0.18305  -0.014
C6 -2.84129 -4.64825 -0.14991  -0.115
C7 -1.84300 -5.50584 0.21597  -0.117
C8 -0.46880 -5.23809 0.46266  -0.125
C9 0.22145 -4.10107 0.05018  -0.059
C10 -0.24415 -2.87704 -0.45469  -0.243
N2 0.53290 -1.98416 -1.10455  -0.077
C11 1.80113 -2.44580 -1.63220  -0.254
C12 3.03707 -1.94722 -0.88666  -0.165
C13 3.05196 -0.42525 -0.77532  -0.222
N3 2.08428 0.03363 0.19724  -0.129
C14 2.43214 0.30112 1.44782  -0.215
C15 3.71562 -0.00204 1.95275  -0.017
C16 4.32705 0.32449 3.14921  -0.093
C17 3.86252 1.07453 4.21327  -0.112
C18 2.59095 1.62563 4.31229  -0.078
C19 1.49957 1.51838 3.48000  -0.014
C20 1.32653 0.85807 2.24011  -0.217
N4 0.14887 0.75952 1.64138  -0.076
C21 -1.03714 1.35787 2.24826  -0.214
C22 -1.67139 0.48607 3.32680  -0.178
H1 -2.50724 -1.43839 3.72065  0.107
H2 -1.33870 -1.44545 2.43040  0.101
H3 -3.80867 -1.82988 1.86218  0.094
H4 -4.08980 -0.12995 2.18341  0.116
H5 -3.80867 -0.78584 -0.26969  0.116
H6 -2.88890 0.58778 0.26739  0.063
H7 -3.72999 -2.72341 -0.16724  0.088
H8 -3.82898 -5.07234 -0.28428  0.086
H9 -2.14034 -6.54458 0.33895  0.096
H10 0.12490 -6.05680 0.84645  0.077
H11 1.30203 -4.18318 0.10920  0.093
H12 1.81859 -3.53699 -1.69396  0.103
H13 1.88339 -2.10129 -2.66649  0.086
H14 3.07628 -2.38082 0.11821  0.109
H15 3.92610 -2.28852 -1.42647  0.112
H16 4.04720 -0.04779 -0.53749  0.110
H17 2.77964 0.03388 -1.72891  0.100
H18 4.33400 -0.58855 1.28821  0.089
H19 5.34051 -0.05258 3.24836  0.101
H20 4.54622 1.25577 5.03260  0.091
H21 2.41451 2.22920 5.19678  0.106
H22 0.62596 2.04473 3.83226  0.092
H23 -0.79140 2.34573 2.64635  0.118
H24 -1.73481 1.55950 1.44545  0.073
H25 -0.95192 0.32839 4.13585  0.102
H26 -2.50780 1.04789 3.75831  0.115
Cl1 -3.76370 3.41038 -0.66128  0.671
C23 -2.88685 2.75558 -2.01412  -0.578
C24 -3.32234 3.05440 -3.30935  -0.139
C25 -2.65807 2.56641 -4.39706  -0.617
Cl2 -3.22010 2.96938 -6.00083  0.647
C26 -1.52241 1.73796 -4.23390  -0.173
C27 -0.75849 1.20872 -5.29435  -0.028
C28 0.32610 0.43118 -5.01313  -0.043
C29 0.63547 0.15018 -3.67085  -0.127
N5 -0.05786 0.60763 -2.66062  0.075
C30 -1.10923 1.42464 -2.91984  -0.131
C31 -1.76692 1.96650 -1.75623  -0.408
O1 -1.32289 1.71082 -0.58795  -0.214
H27 -4.19020 3.68607 -3.44091  0.100
H28 -1.03540 1.43798 -6.31432  0.086
H29 0.94736 0.02450 -5.79947  0.102
H30 1.49132 -0.46424 -3.43929  0.074
O2 1.49861 2.46382 -1.07750  -0.161
N6 1.67375 3.00263 0.03897  -0.064
C32 1.99179 4.29891 0.05613  -0.333
C33 2.16718 4.89458 1.33706  -0.233
N7 2.30308 5.36843 2.38031  0.103
C34 2.15769 5.07046 -1.13064  -0.225
N8 2.30481 5.70125 -2.08407  0.119

Summary:
HOMO-LUMO gap (spin up / spin down) (Eh): 0.2058 / 0.1888
Total charge: -1
<S²>: 8.8219
Multiplicity: 6
HOMO (spin up / spin down) (eV): -3.1791 / -4.9614



No. 2
A structure of composition C34H30ClIrN2O5PSe2 in a non-equilibrium geometry, computed with ωB97M-V/def2-TZVPD.

Last column: Löwdin charge in e.
Geometry (Å):
Ir1 0.53627 -0.34175 -1.05873  1.121
O1 1.85997 0.96585 -2.46093  0.035
C1 0.99197 1.56925 -1.82953  -0.321
C2 0.23327 2.70615 -1.67843  -0.198
C3 0.69487 4.00615 -2.03343  0.054
C4 -0.02773 5.10595 -1.64893  -0.008
C5 -1.22603 4.98905 -0.93403  0.023
C6 -1.72743 3.73725 -0.61613  -0.023
C7 -1.01203 2.60635 -0.96493  -0.245
P1 -1.58503 0.90565 -0.87023  1.102
C8 -2.83123 0.63005 0.39127  -0.342
C9 -2.67213 1.15035 1.68057  -0.083
C10 -3.57873 0.81325 2.66857  -0.048
C11 -4.62363 -0.06085 2.38857  -0.014
C12 -4.77983 -0.57995 1.11017  -0.023
C13 -3.87933 -0.25245 0.11587  -0.064
C14 -2.33803 0.62155 -2.49523  -0.346
C15 -3.57713 1.17265 -2.81863  -0.072
C16 -4.06893 1.01785 -4.10223  -0.037
C17 -3.33853 0.32465 -5.05623  -0.028
C18 -2.11113 -0.23435 -4.72823  -0.036
C19 -1.61103 -0.08315 -3.44933  -0.091
H1 1.61777 4.10345 -2.58043  0.140
H2 0.33257 6.08895 -1.91013  0.131
H3 -1.76713 5.87705 -0.64943  0.134
H4 -2.66993 3.63535 -0.10013  0.126
H5 -1.84843 1.82015 1.89037  0.116
H6 -3.46083 1.19925 3.66917  0.126
H7 -5.30143 -0.35685 3.17327  0.134
H8 -5.58923 -1.25795 0.89007  0.128
H9 -3.98463 -0.66125 -0.87853  0.117
H10 -4.14363 1.71395 -2.07393  0.118
H11 -5.02533 1.44485 -4.35873  0.122
H12 -3.72663 0.22065 -6.05783  0.124
H13 -1.54953 -0.77955 -5.47023  0.122
H14 -0.64963 -0.53115 -3.17053  0.077
C20 5.38927 -0.54575 -1.74043  -0.358
Se1 3.61747 -1.31895 -1.55453  0.918
C21 4.01947 -2.66425 -0.16333  -0.513
C22 3.41657 -4.01535 -0.51163  -0.515
Se2 1.52207 -3.88185 -1.08053  0.997
C23 0.69507 -5.09395 0.16717  -0.355
H15 5.70177 -0.05595 -0.82133  0.026
H16 5.34947 0.17555 -2.55393  0.030
H17 6.08637 -1.34375 -1.99413  0.040
H18 3.62507 -2.29045 0.78397  0.059
H19 5.10347 -2.74285 -0.08113  0.079
H20 3.47957 -4.69535 0.33827  0.079
H21 3.95317 -4.45055 -1.35713  0.067
H22 1.04567 -6.10895 -0.00993  0.043
H23 -0.37953 -5.04705 0.00347  0.023
H24 0.93037 -4.79155 1.18547  0.039
O2 -2.90123 -2.65425 3.08847  0.157
C24 -2.14503 -1.72715 3.61507  -0.525
O3 -2.38443 -1.19695 4.66797  0.085
C25 -0.93463 -1.29265 2.83897  -0.039
C26 0.02497 -0.39875 3.33167  -0.539
Cl1 0.02117 0.35145 4.83837  0.915
N1 0.93777 -0.18175 2.34597  -0.032
N2 0.59037 -0.86765 1.24377  0.059
C27 -0.53263 -1.54245 1.51907  -0.142
C28 -1.11543 -2.38575 0.42767  -0.606
O4 -2.00323 -3.19065 0.66397  0.096
O5 -0.56053 -2.21435 -0.71463  -0.265
C29 2.12937 0.57955 2.35707  -0.180
C30 2.83837 0.84345 3.52527  -0.024
C31 4.00047 1.59625 3.47447  -0.041
C32 4.49027 2.06835 2.26697  -0.050
C33 3.79877 1.78315 1.09787  -0.067
C34 2.62637 1.05335 1.14577  -0.060
H25 -2.62763 -2.99555 2.19307  0.085
H26 2.49627 0.46225 4.46987  0.074
H27 4.51937 1.82365 4.39347  0.122
H28 5.39747 2.65375 2.23717  0.118
H29 4.15857 2.14575 0.14567  0.111
H30 2.05717 0.87185 0.23367  0.017

Summary:
HOMO-LUMO gap (spin up / spin down) (Eh): 0.1533 / 0.1528
Total charge: +2
<S²>: 0.7906
Multiplicity: 2
HOMO (spin up / spin down) (eV): -12.9669 / -12.7179



No. 3
A structure of composition C34H30F3N3O4PrS3 in a non-equilibrium geometry, computed with ωB97M-V/def2-TZVPD.

Last column: Löwdin charge in e.
Geometry (Å):
Pr1 0.26422 1.50952 0.69344  1.167
O1 0.18315 -1.30897 3.65262  0.025
C1 -0.03532 -1.33998 2.24803  -0.560
O2 -0.57605 -0.17588 1.84649  -0.294
C2 1.30863 -1.54246 1.50544  -0.131
C3 2.31261 -2.46829 1.81412  0.014
C4 3.50631 -2.45093 1.07443  -0.024
C5 3.61731 -1.58097 0.01178  0.003
C6 2.68305 -0.58972 -0.12442  -0.166
N1 1.56386 -0.58257 0.59933  0.092
C7 2.71666 0.53660 -1.16429  -0.568
O3 4.10471 0.90902 -1.40558  -0.014
O4 1.94989 1.58997 -0.81331  -0.262
H1 0.33155 -0.41391 3.92124  0.042
H2 2.17797 -3.09372 2.66433  0.111
H3 4.29147 -3.14508 1.38651  0.111
H4 4.45626 -1.46887 -0.63528  0.113
H5 4.08756 1.86712 -1.61141  0.101
C8 -4.23341 -6.61431 2.57419  -0.100
C9 -3.20161 -6.45791 3.48784  -0.106
C10 -2.43803 -5.34379 3.56207  -0.067
C11 -2.62433 -4.36842 2.62620  -0.189
C12 -3.59303 -4.50182 1.64363  -0.033
C13 -4.37852 -5.63543 1.61088  -0.098
C14 -1.67416 -3.17600 2.80619  0.047
C15 -0.96733 -2.53783 1.86240  -0.057
C16 -0.89097 -2.86719 0.38978  -0.195
C17 -1.60051 -2.13527 -0.52484  -0.021
C18 -1.60119 -2.52556 -1.86737  -0.063
C19 -0.95859 -3.69311 -2.19796  -0.112
C20 -0.19681 -4.41128 -1.30055  -0.073
C21 -0.17946 -3.98163 0.00786  -0.038
H6 -4.89257 -7.49440 2.59151  0.104
H7 -3.07277 -7.24407 4.18142  0.087
H8 -1.80318 -5.15918 4.39840  0.112
H9 -3.67959 -3.78455 0.86965  0.101
H10 -5.20412 -5.66321 0.83751  0.121
H11 -1.59019 -2.90343 3.84114  0.109
H12 -2.12942 -1.25871 -0.22500  0.102
H13 -2.04191 -1.90994 -2.65048  0.111
H14 -1.00872 -4.06503 -3.22790  0.103
H15 0.29516 -5.35290 -1.46463  0.099
H16 0.33624 -4.49129 0.77510  0.108
F1 -2.73867 1.07261 -1.19156  -0.011
C22 -1.40745 1.38251 -1.36392  -0.317
F2 -1.36580 2.77149 -0.64946  -0.246
F3 -1.38419 1.89035 -2.68464  -0.042
C23 1.50073 -0.53111 -4.79180  -0.069
C24 1.77073 0.49750 -3.67844  -0.413
C25 2.66175 1.65756 -4.21526  -0.050
C26 2.27544 -0.21326 -2.47908  -0.108
H17 0.97262 -0.10164 -5.64384  0.077
H18 0.92220 -1.34592 -4.34874  0.069
H19 2.48254 -0.91871 -5.01693  0.070
H20 0.78513 0.92600 -3.36666  0.127
H21 3.62487 1.23598 -4.48457  0.075
H22 2.87880 2.37110 -3.42962  0.059
H23 2.20322 2.20377 -5.02215  0.066
H24 1.42228 -0.78564 -2.19057  0.110
H25 3.09159 -0.87367 -2.72063  0.123
S1 -0.65041 7.45417 3.94588  0.543
C27 -0.03130 6.01565 3.36754  -1.072
S2 0.41100 4.69706 4.46197  0.967
C28 0.74724 3.63868 3.11669  -1.129
N2 0.50930 4.22206 2.00004  -0.039
N3 0.10711 5.54811 2.11592  -0.116
C29 -0.21626 6.25299 0.88853  -0.154
C30 -0.16777 7.63861 0.73501  -0.051
C31 -0.63982 8.20840 -0.42538  -0.100
C32 -1.06577 7.44900 -1.48299  -0.089
C33 -0.97428 6.06241 -1.38742  -0.057
C34 -0.55631 5.51056 -0.21988  -0.032
S3 1.42404 2.06815 3.32347  0.590
H26 0.04423 8.26712 1.59196  0.051
H27 -0.71547 9.28460 -0.43140  0.101
H28 -1.48459 7.87765 -2.38128  0.098
H29 -1.43909 5.39808 -2.10195  0.113
H30 -0.61243 4.49312 -0.10934  0.046

Summary:
HOMO-LUMO gap (spin up / spin down) (Eh): 0.2965 / 0.2966
Total charge: -1
<S²>: 2.0019
Multiplicity: 3
ΔE to the lowest compared entry with this formula, charge and spin (kcal per mole): 0.0
HOMO (spin up / spin down) (eV): -5.6177 / -5.6190



What is the formula in the first record? C34H30Cl2N8O2Ru



Which value of total charge does entry 2 give? +2